# C3H4S2

The molecule C3H4S2 (the ωB97M-V functional and the def2-TZVPD basis, the OMol25 dataset).

Atoms and positions in Å:
C: -1.41780 1.17792 0.10228
C: 0.76984 -1.19609 -0.07311
C: 0.97781 0.21033 -0.42016
S: 0.17162 1.61162 0.04998
S: 2.45010 -0.52641 0.15506
H: -2.14894 1.94752 -0.03456
H: -1.71959 0.16246 0.26701
H: 0.24369 -1.47591 0.83475
H: 0.67325 -1.91145 -0.88124

Calculated values
Energy above the lowest of the compared OMol25 structures with the same formula, charge and spin   68.2 kcal/mol
Orbital gap (spin up / spin down)   7.358 / 7.489 eV
Molar mass   104.2 g mol⁻¹
E_LUMO (spin up / spin down)   -0.21 / -0.05 eV

In elementary charge units, the Mulliken charges are: -0.64, -0.52, 0.11, 0.04, -0.13, 0.30, 0.28, 0.33, 0.23